Record 1
Below is H8O4 as an isolated structure, with properties calculated with ωB97M-V/def2-TZVPD.

```
! RIJCOSX wB97M-V def2-TZVPD def2/J DEFGRID3
* xyz 0 1
H 0.138 -1.240 1.809
H 1.969 0.138 -1.098
H 1.177 -0.683 0.859
H -1.631 0.381 -0.707
H -2.814 0.734 0.169
H 0.326 0.538 -0.567
H 1.827 -1.181 -0.368
O -2.564 0.205 -0.588
O -0.529 0.968 -0.606
O 1.061 -1.316 1.567
O 1.468 -0.295 -0.407
H -0.428 1.751 -0.065
*
```

Output
LUMO energy: -0.02 eV



Record 2
Below is a 4-piece molecular cluster, H8O4 overall, with properties calculated with ωB97M-V/def2-TZVPD.

```
! RIJCOSX wB97M-V def2-TZVPD def2/J DEFGRID3
* xyz 0 1
O 2.537 -0.840 0.471
O 0.148 0.089 -0.364
H 1.723 -0.264 0.351
H -0.423 -0.225 0.321
H -2.254 -1.657 0.695
H -0.276 1.814 -1.196
H 0.078 -0.690 -0.890
H -0.366 3.413 -1.107
O -1.858 -0.974 1.236
O -0.180 2.567 -1.683
H -1.684 -1.379 2.034
H 2.549 -1.859 0.127
*
```

Output
LUMO energy: 0.14 eV
SMILES: O.O.O.O



Record 3
Below is a 4-piece molecular cluster, H8O4 overall, with properties calculated with ωB97M-V/def2-TZVPD.

```
! RIJCOSX wB97M-V def2-TZVPD def2/J DEFGRID3
* xyz 0 1
H 1.512 1.735 1.958
H -2.998 -0.414 -1.498
O 1.091 0.887 1.561
O -3.155 -0.177 -0.581
H -1.730 1.520 0.974
H 4.640 -3.187 -2.524
H -3.851 -0.722 -0.237
H 0.159 1.017 1.665
O 3.910 -2.803 -3.013
O -1.337 2.093 1.661
H -1.759 2.083 2.493
H 3.517 -2.031 -2.457
*
```

Output
LUMO energy: 0.59 eV
SMILES: O.O.O.O



Summary of E_HOMO in eV
-9.7117; -10.6216; -10.6816
(order as listed above)
Summary of max |F| in eV Å⁻¹
4.5; 6.3; 3.2
(order as listed above)
Summary of energy above the lowest of the compared OMol25 structures with the same formula, charge and spin in kJ/mol
297.2; 166.4; 124.2
(order as listed above)